(1)
{
  "formula": "CH19O11V",
  "method": "wB97M-V/def2-TZVPD",
  "spin_multiplicity": 2,
  "largest_force_ev_per_a": 4.5,
  "charge": 1,
  "lumo_ev": [-6.5, -9.1],
  "e_tot_ev": -49544.4500,
  "homo_lumo_gap_ha": [0.285, 0.190],
  "species": ["O", "V", "O", "C", "O", "H", "H", "H", "O", "H", "H", "O", "H", "H", "O", "H", "H", "O", "H", "H", "O", "H", "H", "O", "H", "H", "O", "H", "H", "O", "H", "H"],
  "xyz": [[4.6677, -24.6455, -7.9709], [3.4770, -24.3954, -8.9654], [3.5186, -25.6677, -9.9977], [5.1224, -21.5935, -9.9505], [4.3129, -22.7105, -10.2966], [6.1744, -21.8445, -9.8147], [5.1134, -20.8352, -10.7334], [4.7307, -21.1998, -9.0126], [5.9567, -19.2592, -7.2720], [6.5221, -19.6680, -7.9272], [6.2599, -18.3525, -7.2255], [1.5975, -20.7809, -10.4307], [2.4803, -21.1262, -10.2980], [1.4831, -20.1387, -9.7302], [7.0939, -19.6196, -12.8254], [7.2074, -20.5215, -13.1255], [6.6353, -19.7009, -11.9892], [4.9246, -21.8855, -5.8512], [5.5751, -21.3920, -6.3507], [5.3537, -22.7184, -5.6554], [3.9348, -23.0870, -13.0824], [4.1021, -23.0333, -12.1415], [3.5074, -22.2580, -13.2979], [6.5603, -24.3478, -11.3039], [5.8730, -23.8931, -10.8170], [7.3401, -24.2614, -10.7555], [2.9717, -22.7615, -7.3971], [3.7156, -22.4056, -6.9111], [2.2848, -22.1017, -7.3016], [3.8589, -18.3768, -9.3627], [2.9611, -18.4733, -9.0451], [4.3631, -19.0117, -8.8538]],
  "nbo_charge": [-0.386, 1.559, -0.385, -0.343, -0.332, 0.279, 0.237, 0.226, -0.961, 0.463, 0.507, -0.900, 0.439, 0.467, -0.911, 0.473, 0.441, -0.933, 0.494, 0.494, -0.906, 0.447, 0.472, -0.882, 0.425, 0.472, -0.997, 0.525, 0.515, -0.923, 0.464, 0.459]
}

(2)
{
  "formula": "CH19O12",
  "method": "wB97M-V/def2-TZVPD",
  "largest_force_ev_per_a": 7.7,
  "charge": -1,
  "lumo_ev": 2.0,
  "e_above_lowest_kcal_mol": 64.5,
  "e_tot_ev": -25916.4395,
  "homo_lumo_gap_ha": 0.334,
  "species": ["C", "O", "O", "O", "H", "O", "H", "H", "O", "H", "H", "O", "H", "H", "O", "H", "H", "O", "H", "H", "O", "H", "H", "O", "H", "H", "O", "H", "H", "O", "H", "H"],
  "xyz": [[-39.4829, -19.2924, 5.9264], [-40.2364, -19.1793, 6.9419], [-39.0493, -18.2310, 5.3420], [-39.4357, -20.4577, 5.4211], [-39.0494, -17.4830, 5.7874], [-40.5278, -23.0193, 5.7705], [-41.1030, -22.5814, 6.4381], [-40.0619, -22.2847, 5.3809], [-37.3737, -21.3769, 6.6245], [-37.0300, -21.7289, 5.6409], [-38.2537, -21.1081, 6.2651], [-39.4640, -15.8856, 7.1270], [-39.1810, -15.1405, 7.7223], [-40.2986, -15.9636, 7.8088], [-42.3250, -17.5161, 6.9087], [-41.5802, -18.2497, 6.8258], [-41.9402, -16.7389, 7.3242], [-36.1680, -18.2587, 4.5387], [-36.4712, -18.6996, 3.7679], [-36.9767, -18.3245, 4.8824], [-39.8025, -20.3729, 2.7962], [-40.5516, -19.6823, 2.6723], [-39.4312, -20.3518, 3.7059], [-42.2167, -20.9544, 7.1892], [-41.3554, -20.3482, 7.0758], [-42.6492, -20.6795, 8.0061], [-39.0339, -18.4890, 9.2280], [-39.5276, -18.7073, 8.3511], [-38.4292, -18.0126, 8.8410], [-40.7920, -17.8640, 3.0442], [-40.5076, -17.9829, 3.9998], [-41.7033, -17.5767, 3.1491]],
  "nbo_charge": [1.012, -0.827, -0.696, -0.773, 0.514, -0.981, 0.489, 0.482, -0.964, 0.443, 0.480, -0.942, 0.474, 0.469, -0.989, 0.507, 0.435, -0.920, 0.460, 0.458, -1.026, 0.490, 0.487, -1.017, 0.508, 0.464, -0.967, 0.489, 0.435, -0.948, 0.486, 0.470]
}